DFT (ωB97M-V/def2-TZVPD) results for a cluster of 12 separate species, C4H32NO11S in total.

max |F| = 4.5 eV Å⁻¹
Kohn-Sham gap = 6.6 eV
net charge = -1

Each atom is followed by the atoms it is bonded to, with distances in Å.
Element x y z (Å)
1 C 0.8631 -2.5937 -1.0053  N2 1.392, H7 1.072, H8 1.108, H9 1.124
2 N 1.7936 -1.5608 -0.9329  C1 1.392, C3 1.541, H10 1.023
3 C 1.0294 -0.3149 -1.4225  N2 1.541, C4 1.553, C6 1.507, H11 1.137
4 C 1.9176 0.6342 -2.2728  C3 1.553, S5 1.940, H12 1.128, H13 1.113
5 S 0.6484 1.9337 -2.9532  C4 1.940
6 C 0.3048 0.3563 -0.2838  C3 1.507, H14 1.096, H15 1.115, H16 1.125
7 H 0.3704 -2.8322 -1.9268  C1 1.072
8 H 1.4057 -3.5566 -0.9250  C1 1.108
9 H -0.0558 -2.6500 -0.3597  C1 1.124
10 H 2.0945 -1.3010 0.0101  N2 1.023
11 H 0.4185 -0.6895 -2.3053  C3 1.137
12 H 2.7500 1.1770 -1.7387  C4 1.128
13 H 2.2139 0.2668 -3.2805  C4 1.113
14 H 0.3271 -0.1010 0.7125  C6 1.096
15 H -0.7303 0.3888 -0.6980  C6 1.115
16 H 0.6147 1.4353 -0.2115  C6 1.125
17 H -2.1529 2.2560 1.9720  O19 0.944
18 H -2.3608 0.6336 2.1584  O19 0.955
19 O -2.0033 1.3734 1.6719  H17 0.944, H18 0.955
20 H -2.8600 1.6674 -1.6679  O22 0.938
21 H -1.7228 1.3358 -2.7175  O22 0.959
22 O -2.6206 1.1667 -2.4245  H20 0.938, H21 0.959
23 H 3.1255 1.8884 1.1815  O25 1.001
24 H 3.2972 0.5447 0.5456  O25 0.971
25 O 3.7381 1.0976 1.2113  H23 1.001, H24 0.971
26 H -3.4689 0.1564 -1.1377  O28 0.952
27 H -3.1157 0.5718 0.3581  O28 0.943
28 O -3.6889 0.0890 -0.2141  H26 0.952, H27 0.943
29 H 1.3848 0.8302 3.1902  O31 0.954
30 H 2.8516 0.5830 2.6251  O31 0.929
31 O 2.1190 0.2322 3.0766  H29 0.954, H30 0.929
32 H 0.5397 -2.0704 3.5902  O34 0.994
33 H 1.5205 -1.5451 2.8112  O34 1.021
34 O 1.0592 -2.4551 2.8346  H32 0.994, H33 1.021
35 H 1.0392 2.7784 0.6869  O37 0.997
36 H 1.9329 3.9828 0.8873  O37 0.986
37 O 1.8055 3.0751 1.2520  H35 0.997, H36 0.986
38 H -2.4102 -1.8794 1.6769  O40 0.973
39 H -3.7929 -1.1865 1.8691  O40 0.960
40 O -2.8828 -1.1891 2.1729  H38 0.973, H39 0.960
41 H -1.3941 -1.3524 -3.3797  O43 0.991
42 H -2.5165 -1.6527 -2.5231  O43 0.979
43 O -1.9053 -2.1544 -3.1004  H41 0.991, H42 0.979
44 H 0.8110 3.6017 -1.5679  O46 0.998
45 H -0.2962 3.1197 -0.9765  O46 0.955
46 O 0.3465 3.7696 -0.7002  H44 0.998, H45 0.955
47 H -1.0888 -3.9477 1.1987  O49 0.951
48 H -0.2342 -2.9134 1.7989  O49 0.973
49 O -1.0213 -2.9997 1.2333  H47 0.951, H48 0.973

=====

DFT (ωB97M-V/def2-TZVPD) results for a cluster of 12 separate species, C4H32NO13 in total.

max |F| = 4.2 eV Å⁻¹
Kohn-Sham gap = 11.1 eV
net charge = +1

Each atom is followed by the atoms it is bonded to, with distances in Å.
Element x y z (Å)
1 C -2.9433 -0.7099 -0.2592  C2 1.553, N7 1.528, H8 1.140, H9 1.084
2 C -3.2090 -2.2388 -0.3114  C1 1.553, C3 1.585, H10 1.059, H11 1.088
3 C -2.4650 -2.7933 -1.5963  C2 1.585, C4 1.517, H12 1.091, H13 1.070
4 C -1.0486 -3.2032 -1.2382  C3 1.517, O5 1.365, O6 1.195
5 O -0.2608 -3.0170 -2.3372  C4 1.365, H14 0.974
6 O -0.7640 -3.7662 -0.2231  C4 1.195
7 N -1.5852 -0.1971 -0.7365  C1 1.528, H15 1.034, H16 1.016, H17 1.011
8 H -3.8020 -0.3861 -0.9363  C1 1.140
9 H -3.2326 -0.2880 0.6959  C1 1.084
10 H -4.2326 -2.4856 -0.4287  C2 1.059
11 H -2.8477 -2.6692 0.6198  C2 1.088
12 H -2.2942 -2.0539 -2.3801  C3 1.091
13 H -3.1335 -3.4955 -2.0479  C3 1.070
14 H 0.6560 -3.1655 -2.0430  O5 0.974
15 H -1.2839 -0.7721 -1.5408  N7 1.034
16 H -1.5072 0.8086 -0.8609  N7 1.016
17 H -1.0441 -0.5821 0.0264  N7 1.011
18 H 0.9901 1.6879 -1.2038  O20 0.969
19 H 0.5433 0.5351 -2.0175  O20 0.968
20 O 0.2874 1.4495 -1.8271  H18 0.969, H19 0.968
21 H 1.7249 -2.6392 2.8836  O23 0.966
22 H 0.4743 -1.9969 2.1450  O23 0.962
23 O 0.7737 -2.7013 2.7278  H21 0.966, H22 0.962
24 H 1.0205 0.8238 1.4808  O26 0.960
25 H 2.6647 0.9242 1.4662  O26 0.998
26 O 1.8488 0.3779 1.2900  H24 0.960, H25 0.998
27 H -0.8022 3.4553 -1.4306  O29 0.970
28 H -1.1153 4.9016 -1.6476  O29 0.964
29 O -1.1851 4.2186 -0.9703  H27 0.970, H28 0.964
30 H -1.4282 0.5982 2.2191  O32 1.000
31 H -0.9518 1.9522 1.5890  O32 0.982
32 O -1.6085 1.2325 1.4669  H30 1.000, H31 0.982
33 H 1.8146 -1.0934 -0.0659  O35 0.978
34 H 1.1371 -2.4494 -0.1391  O35 0.970
35 O 1.3176 -1.6667 -0.6822  H33 0.978, H34 0.970
36 H 3.8526 3.0630 -1.1388  O38 0.965
37 H 3.3039 2.1405 -2.2153  O38 0.964
38 O 3.1252 2.9753 -1.7673  H36 0.965, H37 0.964
39 H -1.5941 -0.3314 4.3199  O41 0.972
40 H -0.2834 -0.6471 3.4331  O41 0.965
41 O -1.2073 -0.3686 3.4291  H39 0.972, H40 0.965
42 H 4.0304 -0.6394 -1.2091  O44 0.966
43 H 3.5392 -2.0213 -1.1887  O44 0.965
44 O 3.8880 -1.3585 -0.5799  H42 0.966, H43 0.965
45 H 3.0014 3.4352 1.0801  O47 0.972
46 H 2.1610 2.6681 0.2883  O47 0.975
47 O 3.0081 2.5215 0.7476  H45 0.972, H46 0.975
48 H -0.2982 3.4388 0.3335  O50 0.978
49 H 0.7024 3.4861 1.7512  O50 0.954
50 O 0.2626 3.0428 1.0296  H48 0.978, H49 0.954

=====

DFT (ωB97M-V/def2-TZVPD) results for a cluster of 11 separate species, C4H33N2O10 in total.

max |F| = 5.1 eV Å⁻¹
Kohn-Sham gap = 9.9 eV
net charge = +1

Each atom is followed by the atoms it is bonded to, with distances in Å.
Element x y z (Å)
1 C -2.3955 -2.1126 1.9207  N2 1.421, C3 1.602, H7 1.050, H8 1.139
2 N -1.4023 -2.1848 2.9340  C1 1.421, H9 1.038, H10 1.014
3 C -1.6875 -1.7093 0.5417  C1 1.602, N4 1.461, H11 1.061, H12 1.099
4 N -0.7099 -0.6361 0.7046  C3 1.461, C5 1.533, H13 1.070, H14 1.065
5 C -1.3495 0.7109 1.0619  N4 1.533, C6 1.484, H15 1.229, H16 1.112
6 C -0.5688 1.8499 0.5171  C5 1.484, H17 1.083, H18 1.058, H19 1.085
7 H -2.9975 -2.9213 1.6275  C1 1.050
8 H -3.1719 -1.3405 2.2342  C1 1.139
9 H -1.3054 -3.1575 3.2820  N2 1.038
10 H -1.1837 -1.3746 3.5036  N2 1.014
11 H -1.1472 -2.5429 0.1679  C3 1.061
12 H -2.5469 -1.4829 -0.1049  C3 1.099
13 H 0.0358 -0.9853 1.3874  N4 1.070
14 H -0.2483 -0.5029 -0.2460  N4 1.065
15 H -1.3446 0.6135 2.2868  C5 1.229
16 H -2.4036 0.7161 0.7073  C5 1.112
17 H -0.4060 2.6936 1.1759  C6 1.083
18 H 0.3408 1.4782 0.1244  C6 1.058
19 H -1.0525 2.3747 -0.3002  C6 1.085
20 H 2.5743 1.8614 1.6871  O22 0.965
21 H 3.6414 1.5441 2.7461  O22 0.979
22 O 2.8868 1.1514 2.2617  H20 0.965, H21 0.979
23 H 3.1879 -0.9759 -0.5445  O25 1.029
24 H 1.9805 -1.7636 -1.0876  O25 1.038
25 O 2.7120 -1.1201 -1.4459  H23 1.029, H24 1.038
26 H 0.4987 0.0530 -2.6576  O28 0.968
27 H -0.6538 1.1214 -2.1589  O28 1.008
28 O -0.3188 0.1710 -2.1535  H26 0.968, H27 1.008
29 H 2.1638 2.2133 -0.7087  O31 0.941
30 H 3.3738 3.0168 -0.6012  O31 0.897
31 O 2.5623 2.9198 -0.2311  H29 0.941, H30 0.897
32 H -4.1554 2.9871 0.4134  O34 0.950
33 H -4.3386 1.4991 0.0905  O34 1.041
34 O -3.9794 2.1473 0.8221  H32 0.950, H33 1.041
35 H 3.7822 -0.4910 1.6576  O37 0.969
36 H 3.9536 -2.0016 1.3078  O37 0.932
37 O 3.4710 -1.2284 1.1112  H35 0.969, H36 0.932
38 H 1.4635 -3.8449 0.0192  O40 1.006
39 H 0.6191 -3.0837 -1.0617  O40 0.904
40 O 1.2199 -2.9620 -0.3968  H38 1.006, H39 0.904
41 H -0.5944 -1.5119 -2.0941  O43 0.985
42 H -1.2166 -2.5976 -2.9909  O43 0.944
43 O -0.8283 -2.4680 -2.1402  H41 0.985, H42 0.944
44 H -1.8575 3.9784 -2.9001  O46 1.009
45 H -2.5579 4.2822 -1.5854  O46 0.987
46 O -1.8546 3.6850 -1.9349  H44 1.009, H45 0.987
47 H 3.0068 0.5961 -3.6228  O49 0.943
48 H 2.4272 0.3367 -2.2764  O49 1.020
49 O 2.3749 0.9983 -3.0505  H47 0.943, H48 1.020

=====

DFT (ωB97M-V/def2-TZVPD) results for a cluster of 12 separate species, C4H33N2O11 in total.

max |F| = 2.4 eV Å⁻¹
Kohn-Sham gap = 10.1 eV
net charge = +1

Each atom is followed by the atoms it is bonded to, with distances in Å.
Element x y z (Å)
1 C -0.7824 2.2548 1.0083  C2 1.534, N6 1.504, H7 1.083, H8 1.085
2 C -1.2877 1.7611 -0.3532  C1 1.534, C3 1.524, H9 1.095, H10 1.091
3 C -2.7705 1.4266 -0.4642  C2 1.524, N5 1.466, H11 1.094, H12 1.095
4 C -4.1895 -0.0557 0.6272  N5 1.261, H13 1.094, H14 1.084
5 N -3.1767 0.6870 0.7350  C3 1.466, C4 1.261
6 N -0.4986 0.9696 1.7366  C1 1.504, H15 1.016, H16 1.016, H17 1.018
7 H -1.4553 2.9950 1.4229  C1 1.083
8 H 0.2217 2.6566 0.9274  C1 1.085
9 H -0.9742 2.5302 -1.0666  C2 1.095
10 H -0.6712 0.9319 -0.7047  C2 1.091
11 H -3.4624 2.2622 -0.6044  C3 1.094
12 H -2.9041 0.9154 -1.4235  C3 1.095
13 H -4.6995 -0.2528 -0.3199  C4 1.094
14 H -4.5238 -0.6554 1.4664  C4 1.084
15 H -1.2614 0.4164 2.1178  N6 1.016
16 H -0.1066 0.2387 1.1495  N6 1.016
17 H 0.0465 1.0792 2.5895  N6 1.018
18 H -1.4019 -2.1124 -1.7940  O20 0.971
19 H -2.7948 -2.7234 -1.8803  O20 0.964
20 O -2.3193 -1.9723 -1.5082  H18 0.971, H19 0.964
21 H 0.7355 -0.9594 3.6405  O23 0.970
22 H 2.1870 -0.5119 3.0831  O23 0.959
23 O 1.2793 -0.2548 3.2544  H21 0.970, H22 0.959
24 H 2.7303 1.0200 0.6676  O26 0.984
25 H 2.1346 0.8096 -0.7122  O26 0.973
26 O 1.8872 1.1297 0.1724  H24 0.984, H25 0.973
27 H 4.5248 0.5825 2.0050  O29 0.968
28 H 4.6909 0.4296 0.5347  O29 0.969
29 O 4.1602 0.0771 1.2643  H27 0.968, H28 0.969
30 H 2.8214 4.1867 -1.0243  O32 0.960
31 H 2.6781 2.9207 -0.1145  O32 0.967
32 O 2.4842 3.8654 -0.1845  H30 0.960, H31 0.967
33 H -1.0141 -3.4897 0.1918  O35 0.964
34 H -2.2593 -2.8269 0.7266  O35 0.964
35 O -1.6185 -3.5142 0.9429  H33 0.964, H34 0.964
36 H 0.0774 0.5381 -5.4114  O38 0.959
37 H -1.0852 1.1363 -4.5426  O38 0.961
38 O -0.3364 0.5347 -4.5462  H36 0.959, H37 0.961
39 H 0.5885 -3.2919 -0.5088  O41 0.957
40 H 1.0804 -1.7871 -0.7904  O41 0.961
41 O 0.3812 -2.4387 -0.8896  H39 0.957, H40 0.961
42 H 3.7296 -2.1593 -1.1184  O44 0.962
43 H 3.3745 -1.7678 0.3163  O44 0.966
44 O 3.0597 -2.2812 -0.4386  H42 0.962, H43 0.966
45 H 1.8593 0.4365 -3.2386  O47 0.966
46 H 0.5133 0.1199 -2.8234  O47 0.977
47 O 1.4200 0.0637 -2.4638  H45 0.966, H46 0.977
48 H -0.5343 -2.2193 2.2170  O50 0.969
49 H -1.6363 -2.0952 3.2575  O50 0.964
50 O -0.9015 -1.6058 2.8713  H48 0.969, H49 0.964

=====

DFT (ωB97M-V/def2-TZVPD) results for a cluster of 12 separate species, C4H33NO11 in total.

max |F| = 6.8 eV Å⁻¹
SMILES = CC(C)CN.O.O.O.O.O.O.O.O.O.O.O
Kohn-Sham gap = 9.9 eV

Each atom is followed by the atoms it is bonded to, with distances in Å.
Element x y z (Å)
1 C -1.0653 -2.3557 -0.3584  C2 1.558, N5 1.527, H6 1.047, H7 1.143
2 C -2.2898 -1.3922 -0.3286  C1 1.558, C3 1.481, C4 1.559, H8 1.079
3 C -2.4394 -0.9284 -1.7270  C2 1.481, H9 1.106, H10 1.116, H11 1.056
4 C -3.5739 -2.2007 0.0277  C2 1.559, H12 1.033, H13 1.069, H14 1.048
5 N -0.0697 -2.0571 0.7608  C1 1.527, H15 1.007, H16 1.073
6 H -0.6358 -2.2522 -1.3072  C1 1.047
7 H -1.4531 -3.4298 -0.3204  C1 1.143
8 H -2.1847 -0.5657 0.3564  C2 1.079
9 H -1.4980 -0.4973 -2.1169  C3 1.106
10 H -3.1215 -0.0455 -1.7600  C3 1.116
11 H -2.8212 -1.6766 -2.3672  C3 1.056
12 H -4.3546 -1.5349 -0.0927  C4 1.033
13 H -3.8141 -2.8352 -0.7978  C4 1.069
14 H -3.4447 -2.7854 0.8875  C4 1.048
15 H 0.3615 -1.1554 0.6359  N5 1.007
16 H 0.8161 -2.6576 0.6804  N5 1.073
17 H 3.5914 -1.9944 0.3475  O19 0.909
18 H 2.7546 -1.3138 1.4520  O19 1.000
19 O 2.7594 -1.6716 0.5185  H17 0.909, H18 1.000
20 H 1.4108 -3.1491 -2.6857  O22 1.011
21 H 1.6575 -2.0169 -3.5992  O22 0.935
22 O 2.0646 -2.8311 -3.3879  H20 1.011, H21 0.935
23 H -1.9393 2.3005 1.9847  O25 0.937
24 H -2.4863 1.7868 0.6463  O25 0.893
25 O -1.9079 1.6484 1.3123  H23 0.937, H24 0.893
26 H 1.5236 2.9355 2.7043  O28 0.948
27 H 1.7257 4.3367 2.5358  O28 1.022
28 O 1.2485 3.7059 3.1828  H26 0.948, H27 1.022
29 H 1.2780 1.8236 -3.1270  O31 0.959
30 H 1.8874 1.6435 -4.4738  O31 0.984
31 O 1.0066 1.6924 -4.0376  H29 0.959, H30 0.984
32 H 1.2659 0.6850 0.6953  O34 0.987
33 H 0.6674 1.9789 1.3496  O34 0.970
34 O 1.4883 1.5963 1.0029  H32 0.987, H33 0.970
35 H 2.8134 0.1257 -1.7164  O37 1.014
36 H 2.9918 1.6914 -1.5069  O37 0.885
37 O 2.7658 1.0664 -2.0915  H35 1.014, H36 0.885
38 H -1.8837 3.3831 3.8542  O40 0.881
39 H -0.8224 3.8347 2.8374  O40 0.949
40 O -1.7130 3.5544 3.0073  H38 0.881, H39 0.949
41 H -1.3755 -0.1585 2.9605  O43 0.957
42 H -0.3811 -1.3489 2.9655  O43 0.876
43 O -0.6303 -0.6072 3.3605  H41 0.957, H42 0.876
44 H -0.5629 0.4025 -4.4012  O46 0.972
45 H -1.0787 -0.3628 -3.3040  O46 0.963
46 O -0.9521 -0.4760 -4.2519  H44 0.972, H45 0.963
47 H 0.7613 -0.4906 2.4586  O49 1.046
48 H 1.7535 0.2711 3.2755  O49 0.889
49 O 1.7820 -0.3361 2.6271  H47 1.046, H48 0.889